1.
{
  "formula": "C16H28CoN8O2S",
  "method": "ωB97M-V/def2-TZVPD",
  "gap_ev": [2.9, 6.0],
  "s2": 3.79,
  "multiplicity": 4,
  "elements": ["Co", "N", "C", "C", "N", "C", "C", "N", "C", "C", "N", "H", "H", "H", "H", "H", "H", "H", "H", "H", "H", "H", "H", "H", "H", "H", "H", "H", "H", "N", "C", "C", "C", "C", "C", "C", "S", "O", "O", "N", "C", "N", "C", "C", "C", "N", "H", "H", "H", "H", "H", "H", "H", "H", "H", "H"],
  "xyz": [[-0.968, 0.451, 0.190], [-1.128, -1.150, 1.259], [-2.343, -1.050, 2.062], [-3.341, -0.154, 1.311], [-2.642, 1.056, 0.880], [-3.248, 1.693, -0.289], [-2.249, 2.668, -0.922], [-0.946, 2.009, -0.964], [-2.437, 2.007, 1.993], [-0.978, 2.485, 2.049], [-0.105, 1.388, 1.652], [-1.279, -1.921, 0.568], [-0.289, -1.392, 1.833], [-2.097, -0.630, 3.042], [-2.770, -2.044, 2.233], [-4.220, 0.069, 1.928], [-3.698, -0.719, 0.440], [-4.189, 2.200, -0.043], [-3.483, 0.930, -1.044], [-2.188, 3.593, -0.341], [-2.569, 2.949, -1.931], [-0.152, 2.673, -0.817], [-0.851, 1.610, -1.926], [-2.657, 1.531, 2.958], [-3.119, 2.865, 1.940], [-0.727, 2.819, 3.062], [-0.819, 3.344, 1.393], [-0.015, 0.769, 2.489], [0.848, 1.728, 1.389], [6.317, -2.333, 0.673], [5.198, -1.703, 0.102], [4.368, -0.901, 0.893], [3.329, -0.168, 0.315], [3.143, -0.213, -1.068], [3.995, -0.958, -1.878], [5.037, -1.681, -1.289], [1.845, 0.824, -1.794], [2.317, 2.151, -1.383], [1.974, 0.591, -3.233], [0.472, 0.414, -1.114], [-0.283, -0.700, -1.456], [-1.652, -0.806, -1.104], [-2.303, -1.909, -1.502], [-1.708, -2.926, -2.204], [-0.369, -2.762, -2.472], [0.355, -1.692, -2.100], [6.168, -2.577, 1.646], [6.642, -3.119, 0.120], [4.525, -0.830, 1.964], [2.686, 0.458, 0.927], [3.867, -0.949, -2.956], [5.723, -2.223, -1.932], [-3.353, -1.945, -1.233], [-2.253, -3.800, -2.526], [0.189, -3.512, -3.022], [-1.571, 1.495, 1.234]]
}

2.
{
  "formula": "C3H4O2",
  "method": "ωB97M-V/def2-TZVPD",
  "gap_ev": 9.7,
  "smiles": "CC#COO",
  "elements": ["C", "C", "C", "O", "O", "H", "H", "H", "H"],
  "xyz": [[0.738, 0.885, -0.269], [-0.340, -0.017, -0.065], [-1.185, -0.881, -0.208], [-2.143, -1.760, 0.040], [-1.606, -2.991, 0.599], [0.637, 1.533, 0.620], [1.762, 0.256, -0.286], [0.572, 1.345, -1.165], [-2.352, -3.489, 0.653]]
}

3.
{
  "formula": "C27H26AlBBrCl2NO3S",
  "method": "ωB97M-V/def2-TZVPD",
  "gap_ev": 7.7,
  "total_charge": 2,
  "elements": ["Al", "Cl", "C", "Cl", "H", "H", "C", "C", "C", "C", "C", "Br", "N", "C", "H", "H", "H", "H", "H", "H", "O", "S", "C", "C", "C", "C", "C", "C", "C", "C", "C", "C", "C", "C", "C", "C", "H", "H", "H", "H", "H", "H", "H", "H", "H", "H", "H", "H", "H", "H", "O", "B", "O", "C", "C", "C", "C", "C", "C", "H", "H", "H", "H"],
  "xyz": [[0.492, 1.013, 0.203], [0.853, 1.248, 2.783], [2.609, 0.931, 2.627], [3.038, 0.765, 0.896], [2.831, -0.004, 3.130], [3.152, 1.775, 3.034], [0.816, 6.526, 1.153], [1.009, 5.348, 0.239], [1.269, 5.497, -1.120], [1.447, 4.392, -1.942], [1.352, 3.165, -1.340], [1.550, 1.527, -2.275], [1.099, 2.974, -0.049], [0.925, 4.054, 0.728], [0.974, 7.463, 0.624], [1.514, 6.489, 1.990], [-0.194, 6.535, 1.563], [1.328, 6.490, -1.549], [1.645, 4.487, -3.000], [0.700, 3.867, 1.770], [0.591, -0.750, 0.400], [-0.139, -2.050, 0.815], [1.146, -3.275, 0.530], [2.015, -3.408, 1.749], [1.621, -4.195, 2.825], [2.420, -4.277, 3.955], [3.618, -3.576, 4.014], [4.022, -2.798, 2.937], [3.218, -2.711, 1.808], [-1.341, -2.442, -0.480], [-0.754, -2.814, -1.807], [-0.267, -1.830, -2.664], [0.271, -2.175, -3.894], [0.320, -3.510, -4.279], [-0.179, -4.493, -3.437], [-0.716, -4.146, -2.204], [1.696, -2.915, -0.340], [0.618, -4.190, 0.253], [0.694, -4.757, 2.779], [2.114, -4.898, 4.786], [4.247, -3.655, 4.892], [4.976, -2.285, 2.969], [3.549, -2.141, 0.945], [-1.990, -1.565, -0.511], [-1.911, -3.257, -0.024], [-0.350, -0.787, -2.377], [0.636, -1.407, -4.565], [0.727, -3.780, -5.245], [-0.159, -5.531, -3.742], [-1.118, -4.918, -1.556], [-2.151, 2.290, -0.993], [-1.544, 1.375, -0.160], [-2.478, 0.524, 0.429], [-3.714, 0.953, -0.059], [-4.964, 0.460, 0.231], [-6.029, 1.091, -0.408], [-5.827, 2.158, -1.282], [-4.551, 2.646, -1.555], [-3.515, 2.010, -0.917], [-5.111, -0.361, 0.919], [-7.036, 0.747, -0.216], [-6.681, 2.621, -1.756], [-4.385, 3.476, -2.228]]
}

4.
{
  "formula": "C29H30N2O6PPdS3",
  "method": "ωB97M-V/def2-TZVPD",
  "gap_ev": [8.6, 6.4],
  "total_charge": 1,
  "s2": 6.02,
  "multiplicity": 5,
  "elements": ["Pd", "O", "S", "O", "O", "C", "C", "C", "C", "C", "C", "S", "O", "O", "O", "H", "H", "H", "H", "C", "C", "C", "C", "C", "C", "P", "C", "C", "C", "C", "C", "C", "C", "C", "C", "C", "C", "C", "H", "H", "H", "H", "H", "H", "H", "H", "H", "H", "H", "H", "H", "H", "C", "C", "N", "C", "S", "N", "C", "C", "H", "H", "H", "H", "H", "H", "H", "H", "H", "H", "H", "H"],
  "xyz": [[-1.413, 0.174, 0.234], [0.695, -0.002, 2.862], [-0.081, -1.215, 2.753], [-0.480, -1.844, 3.978], [-1.353, -0.996, 1.940], [0.921, -2.393, 1.859], [1.165, -3.575, 2.551], [2.034, -4.529, 2.048], [2.683, -4.303, 0.847], [2.445, -3.137, 0.142], [1.564, -2.177, 0.633], [1.306, -0.883, -0.579], [0.344, -1.471, -1.509], [2.590, -0.540, -1.110], [0.668, 0.323, 0.057], [0.673, -3.719, 3.502], [2.213, -5.438, 2.605], [3.376, -5.034, 0.452], [2.944, -2.953, -0.798], [-1.273, -0.641, -7.757], [-1.450, -1.751, -6.938], [-1.472, -1.599, -5.565], [-1.338, -0.319, -5.009], [-1.138, 0.792, -5.834], [-1.114, 0.624, -7.207], [-1.326, -0.156, -3.247], [-0.985, 1.509, -2.712], [-2.041, 2.395, -2.470], [-1.766, 3.711, -2.143], [-0.447, 4.136, -2.043], [0.602, 3.254, -2.269], [0.340, 1.937, -2.608], [-2.766, -0.806, -2.451], [-3.816, -1.407, -3.152], [-4.874, -1.966, -2.453], [-4.879, -1.955, -1.067], [-3.830, -1.370, -0.355], [-2.792, -0.785, -1.051], [-1.250, -0.766, -8.831], [-1.556, -2.735, -7.374], [-1.580, -2.464, -4.922], [-1.014, 1.776, -5.401], [-0.971, 1.480, -7.852], [-3.066, 2.054, -2.548], [-2.577, 4.402, -1.960], [-0.236, 5.166, -1.787], [1.627, 3.592, -2.189], [1.156, 1.244, -2.774], [-3.805, -1.421, -4.234], [-5.693, -2.420, -2.994], [-5.697, -2.413, -0.526], [-3.831, -1.397, 0.729], [1.810, 4.265, 3.273], [1.693, 2.933, 2.545], [0.450, 2.826, 1.782], [-0.721, 2.458, 2.270], [-2.047, 2.304, 1.128], [-0.900, 2.238, 3.555], [-2.112, 1.684, 4.173], [-3.080, 2.767, 4.614], [2.743, 4.297, 3.835], [0.989, 4.413, 3.975], [1.805, 5.096, 2.569], [1.758, 2.080, 3.221], [2.502, 2.807, 1.827], [0.500, 2.874, 0.775], [-0.075, 2.267, 4.137], [-1.771, 1.085, 5.016], [-2.572, 1.003, 3.461], [-2.616, 3.444, 5.331], [-3.947, 2.310, 5.091], [-3.428, 3.349, 3.761]]
}

5.
{
  "formula": "C5H8O",
  "method": "ωB97M-V/def2-TZVPD",
  "gap_ev": 8.5,
  "smiles": "C=C/C=C/CO",
  "elements": ["C", "C", "C", "C", "C", "O", "H", "H", "H", "H", "H", "H", "H", "H"],
  "xyz": [[2.502, -0.496, -0.748], [1.704, -0.180, 0.310], [0.287, -0.341, 0.394], [-0.625, 0.578, 0.681], [-2.056, 0.250, 0.470], [-2.130, -0.288, -0.886], [2.936, 0.267, -1.472], [2.296, -1.467, -1.235], [2.113, 0.434, 1.092], [-0.250, -1.243, -0.048], [-0.225, 1.466, 1.168], [-2.701, 1.195, 0.372], [-2.328, -0.441, 1.299], [-1.523, 0.266, -1.397]]
}

6.
{
  "formula": "C3H4NO",
  "method": "ωB97M-V/def2-TZVPD",
  "gap_ev": [7.1, 7.1],
  "total_charge": 1,
  "elements": ["C", "C", "C", "N", "O", "H", "H", "H", "H"],
  "xyz": [[1.647, 0.071, -0.068], [2.269, -1.143, 0.040], [-0.473, -0.951, 0.230], [0.277, 0.200, -0.064], [0.211, -1.994, 0.432], [2.418, 0.938, -0.311], [-1.281, -0.762, 1.052], [-1.167, -0.876, -0.567], [-0.289, 0.986, -0.404]]
}

7.
{
  "formula": "C15H15F4NO2",
  "method": "ωB97M-V/def2-TZVPD",
  "gap_ev": 6.0,
  "elements": ["F", "C", "C", "F", "C", "O", "C", "F", "C", "F", "C", "O", "C", "C", "C", "C", "N", "C", "C", "C", "C", "C", "H", "H", "H", "H", "H", "H", "H", "H", "H", "H", "H", "H", "H", "H", "H"],
  "xyz": [[-2.406, 1.419, 2.727], [-1.289, 0.722, 2.430], [-1.354, -0.569, 1.877], [-2.522, -1.274, 2.360], [-0.104, -1.407, 2.200], [-0.168, -2.662, 2.119], [1.081, -0.731, 2.654], [2.182, -1.479, 2.827], [1.152, 0.619, 2.796], [2.303, 1.229, 3.096], [-0.067, 1.425, 2.653], [0.021, 2.672, 2.667], [-3.081, 0.643, -1.329], [-1.687, 0.427, -0.656], [-1.768, -0.889, 0.092], [-2.984, -1.570, -0.304], [-3.284, -2.847, -0.236], [-4.626, -3.356, -0.509], [-4.540, -4.860, -0.148], [-3.147, -5.115, 0.372], [-2.346, -3.833, 0.224], [-3.903, -0.607, -1.041], [-3.527, 1.557, -0.885], [-2.983, 0.844, -2.409], [-0.923, 0.373, -1.479], [-1.372, 1.245, 0.033], [-0.886, -1.492, 0.242], [-5.382, -2.822, 0.105], [-4.904, -3.194, -1.570], [-5.324, -5.091, 0.569], [-4.768, -5.423, -1.063], [-3.199, -5.420, 1.415], [-2.670, -5.922, -0.170], [-1.541, -3.975, -0.503], [-1.861, -3.550, 1.165], [-4.753, -0.367, -0.375], [-4.387, -0.969, -1.992]]
}

8.
{
  "formula": "C33H98N6O14",
  "method": "ωB97M-V/def2-TZVPD",
  "gap_ev": 9.4,
  "elements": ["C", "O", "H", "H", "H", "H", "C", "O", "H", "H", "H", "H", "C", "O", "H", "H", "H", "H", "C", "O", "H", "H", "H", "H", "C", "O", "H", "H", "H", "H", "C", "O", "H", "H", "H", "H", "C", "O", "H", "H", "H", "H", "C", "O", "C", "C", "N", "C", "C", "O", "C", "H", "H", "H", "H", "H", "H", "H", "H", "H", "H", "H", "H", "H", "H", "H", "C", "C", "C", "O", "C", "N", "H", "H", "H", "H", "H", "H", "H", "H", "H", "H", "H", "C", "C", "C", "O", "C", "N", "H", "H", "H", "H", "H", "H", "H", "H", "H", "H", "H", "C", "C", "C", "O", "C", "N", "H", "H", "H", "H", "H", "H", "H", "H", "H", "H", "H", "C", "C", "C", "O", "C", "N", "H", "H", "H", "H", "H", "H", "H", "H", "H", "H", "H", "C", "C", "C", "O", "C", "N", "H", "H", "H", "H", "H", "H", "H", "H", "H", "H", "H"],
  "xyz": [[-3.344, -1.695, -8.559], [-2.637, -0.503, -8.565], [-3.078, -2.295, -7.689], [-4.413, -1.487, -8.518], [-3.098, -2.238, -9.471], [-3.188, 0.155, -8.136], [-2.294, 6.148, -4.161], [-3.108, 6.539, -5.258], [-2.663, 5.181, -3.819], [-1.221, 6.059, -4.332], [-2.334, 6.877, -3.352], [-2.798, 7.437, -5.400], [-8.730, -7.648, -2.952], [-7.879, -6.541, -2.956], [-8.254, -8.345, -2.262], [-9.676, -7.363, -2.494], [-8.818, -8.193, -3.892], [-8.328, -5.692, -2.939], [4.401, 0.297, 7.143], [4.792, -0.071, 5.815], [5.285, 0.365, 7.777], [3.923, 1.274, 7.066], [3.705, -0.342, 7.687], [4.022, -0.268, 5.276], [-1.606, -10.311, -1.924], [-0.848, -9.096, -1.968], [-2.517, -9.915, -1.474], [-1.775, -10.795, -2.885], [-1.337, -11.105, -1.228], [-0.724, -8.577, -1.170], [-3.323, 0.006, 7.052], [-2.487, -1.094, 6.623], [-4.355, -0.146, 6.735], [-3.263, 0.176, 8.127], [-2.905, 0.910, 6.609], [-2.805, -1.926, 6.983], [3.570, -6.004, -6.125], [4.143, -7.061, -5.435], [2.744, -6.300, -6.771], [3.236, -5.231, -5.433], [4.389, -5.493, -6.631], [3.458, -7.274, -4.797], [-8.796, -9.102, 4.843], [-8.020, -8.806, 3.747], [-7.119, -7.752, 4.120], [-5.577, -8.021, 3.855], [-5.178, -8.844, 4.975], [-3.819, -9.251, 4.665], [-2.984, -9.523, 5.924], [-1.575, -9.704, 5.657], [-1.242, -10.883, 4.917], [-9.469, -9.888, 4.502], [-9.371, -8.263, 5.235], [-8.072, -9.497, 5.555], [-7.243, -7.220, 5.063], [-7.368, -7.070, 3.308], [-5.009, -7.091, 3.885], [-5.269, -8.504, 2.928], [-5.741, -9.643, 4.721], [-3.248, -8.538, 4.069], [-3.892, -10.231, 4.193], [-3.400, -10.293, 6.574], [-3.094, -8.620, 6.525], [-1.956, -10.768, 4.101], [-1.161, -11.826, 5.459], [-0.348, -10.750, 4.307], [2.338, 2.197, -11.840], [3.198, 1.486, -10.818], [3.426, 2.277, -9.522], [4.517, 1.846, -8.643], [4.125, 0.747, -7.758], [2.581, 0.128, -10.683], [1.948, 1.622, -12.680], [2.962, 3.005, -12.222], [1.508, 2.659, -11.306], [4.182, 1.426, -11.283], [2.505, 2.415, -8.956], [3.857, 3.251, -9.752], [4.210, -0.166, -8.347], [3.109, 0.931, -7.410], [4.814, 0.718, -6.914], [2.168, 0.034, -11.600], [1.681, 0.195, -10.230], [-7.301, 2.532, 2.715], [-8.767, 2.902, 3.049], [-9.115, 2.627, 4.569], [-8.969, 1.205, 4.642], [-9.152, 0.822, 6.005], [-8.860, 4.385, 2.872], [-6.920, 2.717, 1.710], [-7.147, 1.464, 2.870], [-6.702, 3.181, 3.354], [-9.437, 2.353, 2.388], [-10.051, 2.969, 5.010], [-8.422, 3.212, 5.173], [-8.497, 1.416, 6.643], [-9.038, -0.254, 6.136], [-10.220, 0.817, 6.225], [-8.747, 4.655, 1.905], [-9.836, 4.639, 2.931], [13.619, 10.734, 2.660], [12.410, 9.900, 2.188], [11.800, 8.861, 3.168], [11.155, 7.923, 2.290], [11.092, 6.622, 2.897], [11.478, 10.904, 1.741], [14.494, 10.175, 2.992], [13.455, 11.481, 3.436], [13.977, 11.262, 1.776], [12.679, 9.405, 1.255], [11.117, 9.324, 3.881], [12.655, 8.386, 3.649], [10.498, 5.990, 2.236], [10.717, 6.613, 3.920], [12.068, 6.148, 3.008], [11.911, 11.413, 0.983], [10.701, 10.449, 1.285], [4.551, 6.918, -1.523], [4.469, 7.999, -0.449], [4.039, 7.569, 0.963], [2.655, 7.145, 0.897], [1.969, 7.056, 2.108], [5.677, 8.805, -0.575], [3.636, 6.330, -1.454], [5.257, 6.179, -1.143], [4.843, 7.091, -2.558], [3.721, 8.707, -0.806], [3.965, 8.499, 1.526], [4.642, 6.774, 1.401], [1.154, 6.441, 1.727], [1.673, 8.039, 2.474], [2.602, 6.406, 2.711], [6.473, 8.240, -0.316], [5.808, 9.058, -1.544], [-1.594, -1.931, -0.587], [-0.085, -1.797, -0.356], [0.298, -0.484, 0.323], [1.715, -0.481, 0.619], [2.430, 0.472, -0.162], [0.338, -2.819, 0.671], [-1.776, -2.710, -1.327], [-2.057, -1.032, -0.994], [-2.255, -1.992, 0.278], [0.476, -1.985, -1.272], [-0.203, -0.421, 1.289], [-0.042, 0.409, -0.201], [3.483, 0.401, 0.113], [2.031, 1.473, -0.001], [2.209, 0.248, -1.206], [1.275, -2.471, 0.818], [-0.061, -2.473, 1.532]]
}

E_tot across the listed records, respectively: -81512.832 -7264.770 -149239.670 -91090.686 -7358.321 -6697.880 -32248.928 -73401.711 eV.